Record 1
Molecular formula: C7H16N2O2
Method: DFT, ωB97M-V/def2-TZVPD

Structure (ORCA input):
```
! wB97M-V def2-TZVPD RIJCOSX def2/J DEFGRID3
* xyz 0 1
C 0.3889 0.7687 2.2903
C -0.2665 1.9901 1.5516
N -0.9383 1.5727 0.3082
C 0.0134 1.9334 -0.7739
C -1.7281 0.4990 -0.0570
C -2.4972 -0.1820 1.0278
O -1.8173 0.1623 -1.2236
H 1.4912 0.7318 2.2494
H 0.3126 -0.3093 2.0839
H 0.3771 0.8791 3.4154
H -0.8712 2.3105 2.3952
H 0.6117 2.5534 1.3231
H -0.3722 2.8391 -1.2256
H 1.1555 1.9054 -0.4640
H 0.1679 1.1442 -1.5405
H -3.5543 0.0431 0.8915
H -2.5801 -1.2803 0.9830
H -2.1543 0.1225 2.0204
C 2.1544 -1.0623 -1.9725
C 1.6377 -1.6807 -0.7218
N 0.8220 -2.7584 -0.8661
O 1.9525 -1.1917 0.3503
H 2.0044 -1.5445 -2.9491
H 3.1082 -0.5286 -1.9176
H 1.3988 -0.3108 -2.3283
H 0.5834 -3.3753 -0.1236
H 0.5750 -2.9289 -1.8151
*
```

Computed properties:
- Structure (SMILES): CCN(C)C(C)=O.CC(N)=O
- E: -536.2551 a.u.
- HOMO-LUMO gap: 9.9 eV
- LUMO: 0.83 eV

---

Record 2
Molecular formula: C7H16N2O2
Method: DFT, ωB97M-V/def2-TZVPD

Structure (ORCA input):
```
! wB97M-V def2-TZVPD RIJCOSX def2/J DEFGRID3
* xyz 0 1
C 0.8702 1.8911 0.3919
C -0.1008 1.6986 1.5805
N -1.0956 0.5993 1.3682
C -2.2670 1.1013 0.6973
C -0.4633 -0.6304 0.9974
C 0.4165 -1.1090 2.0965
O -0.9798 -1.2881 0.1245
H 0.7465 2.9561 0.1522
H 0.3199 1.5273 -0.5550
H 1.7847 1.4338 0.6450
H 0.5074 1.5128 2.5305
H -0.5501 2.6415 1.8358
H -2.4437 1.9671 1.3564
H -2.0895 1.1475 -0.4799
H -3.1500 0.5325 0.8875
H 1.1399 -0.2669 2.3258
H -0.1988 -1.1962 2.9926
H 1.0495 -2.0098 1.8778
C 0.0828 -1.6960 -3.0877
C 1.1178 -0.8205 -2.3803
N 1.3879 -1.2307 -1.0877
O 1.4397 0.2436 -2.8847
H 0.4600 -2.6987 -3.3064
H -0.3238 -1.2769 -4.0388
H -0.8070 -1.9261 -2.5521
H 2.2492 -0.9910 -0.6048
H 0.8974 -2.1124 -0.8826
*
```

Computed properties:
- Structure (SMILES): CCN(C)C(C)=O.CC(N)=O
- E: -536.2645 a.u.
- HOMO-LUMO gap: 9.9 eV
- LUMO: 0.75 eV

---

Record 3
Molecular formula: C7H16N2O2
Method: DFT, ωB97M-V/def2-TZVPD

Structure (ORCA input):
```
! wB97M-V def2-TZVPD RIJCOSX def2/J DEFGRID3
* xyz 0 1
C -1.2423 0.8325 1.2068
C -1.0649 -0.6700 1.1595
N 0.3270 -1.0032 0.9151
C 0.7933 -1.6642 -0.3408
C 1.1222 -1.2834 2.0928
C 1.5280 0.0008 2.7549
O 1.5127 -2.3969 2.2893
H -0.7453 1.5116 0.4949
H -0.7465 1.3221 2.0528
H -2.3111 1.0329 1.0687
H -1.5189 -1.1188 2.0664
H -1.7621 -1.2461 0.5370
H 1.5974 -2.2571 0.0623
H 0.0908 -2.4192 -0.7054
H 1.0050 -0.8151 -0.9600
H 1.7015 0.7984 2.0497
H 0.7773 0.3236 3.4900
H 2.3332 -0.1962 3.4644
C -1.3673 1.4331 -2.4295
C 0.1234 1.4999 -2.6815
N 0.6098 0.2094 -2.8493
O 0.8465 2.4037 -2.3434
H -1.5588 0.6490 -1.7046
H -2.0092 1.1050 -3.2583
H -1.7433 2.4262 -2.1985
H 1.5930 -0.0146 -2.8261
H 0.1087 -0.4635 -3.4073
*
```

Computed properties:
- Structure (SMILES): CCN(C)C(C)=O.CC(N)=O
- E: -536.2558 a.u.
- HOMO-LUMO gap: 9.2 eV
- LUMO: 0.67 eV

---

Record 4
Molecular formula: C7H16N2S
Method: DFT, ωB97M-V/def2-TZVPD

Structure (ORCA input):
```
! wB97M-V def2-TZVPD RIJCOSX def2/J DEFGRID3
* xyz 0 1
C -1.6938 2.0636 -0.2216
N -1.8283 0.7238 0.0459
C -3.1735 0.0556 0.2154
C -0.7483 -0.1946 0.0062
S -1.1658 -1.7743 -0.1329
N 0.4325 0.5124 0.0639
C 1.8512 0.0508 0.0317
C 2.7073 1.4270 -0.0260
C 2.0952 -0.6422 1.4145
C 2.3771 -0.8506 -1.1977
H -1.0103 2.2694 -1.0757
H -1.2048 2.8265 0.4454
H -2.6439 2.3528 -0.7010
H -3.2031 -0.5612 1.2053
H -3.9341 0.8685 0.1738
H -3.2783 -0.8386 -0.6392
H 0.4267 1.4311 0.1358
H 3.8332 1.3197 0.0223
H 2.2575 1.9516 0.8250
H 2.5589 2.1573 -0.8069
H 1.0183 -1.2831 1.4641
H 2.2281 0.0973 2.3474
H 3.0398 -1.3915 1.4027
H 3.6195 -0.5656 -1.1472
H 1.9725 -0.3541 -2.1752
H 2.2528 -2.0009 -1.4533
*
```

Computed properties:
- Structure (SMILES): CN(C)C(=S)NC(C)(C)C
- E: -783.8747 a.u.
- HOMO-LUMO gap: 8.7 eV
- LUMO: 0.60 eV